{
  "formula": "C5H10O2",
  "method": "ωB97M-V/def2-TZVPD",
  "species": ["C", "O", "C", "C", "C", "C", "O", "H", "H", "H", "H", "H", "H", "H", "H", "H", "H"],
  "xyz": [[2.21194, -0.73207, 0.71073], [1.01230, -0.00989, 0.55839], [0.61425, 0.16050, -0.79440], [-0.89238, 0.05953, -0.92755], [-1.69540, -0.56066, 0.19861], [-1.75254, 0.91742, -0.04993], [-1.18786, 1.83669, 0.83196], [2.16264, -1.68331, 0.16217], [2.33301, -0.94762, 1.77506], [3.08538, -0.16950, 0.35004], [0.95972, 1.14166, -1.15055], [1.09008, -0.60619, -1.41941], [-1.23370, -0.12297, -1.94691], [-2.55154, -1.17995, -0.04958], [-1.13496, -0.89020, 1.06966], [-2.66224, 1.33181, -0.47348], [-0.35871, 1.45473, 1.15519]],
  "lowdin_charge": [-0.10, -0.22, -0.19, -0.20, -0.05, -0.33, 0.00, 0.09, 0.09, 0.09, 0.13, 0.12, 0.14, 0.10, 0.11, 0.14, 0.08],
  "orbital_gap_ev": 10.1050,
  "e_tot_ha": -346.9291,
  "e_above_lowest_kcal_mol": 60.4,
  "smiles": "COC[C@H]1C[C@H]1O"
}

{
  "formula": "C27H63N9O9",
  "method": "ωB97M-V/def2-TZVPD",
  "species": ["C", "C", "O", "N", "C", "H", "H", "H", "H", "H", "H", "H", "C", "C", "O", "N", "C", "H", "H", "H", "H", "H", "H", "H", "C", "C", "O", "N", "C", "H", "H", "H", "H", "H", "H", "H", "C", "C", "O", "N", "C", "H", "H", "H", "H", "H", "H", "H", "C", "C", "O", "N", "C", "H", "H", "H", "H", "H", "H", "H", "C", "C", "O", "N", "C", "H", "H", "H", "H", "H", "H", "H", "C", "C", "O", "N", "C", "H", "H", "H", "H", "H", "H", "H", "C", "C", "O", "N", "C", "H", "H", "H", "H", "H", "H", "H", "C", "C", "O", "N", "C", "H", "H", "H", "H", "H", "H", "H"],
  "xyz": [[1.40192, 3.16762, 1.77134], [1.48269, 4.38068, 2.71505], [1.37651, 5.53130, 2.18542], [1.65439, 4.11923, 4.03508], [1.65300, 5.29937, 4.96918], [2.40701, 3.02816, 1.24778], [0.53777, 3.35173, 1.09608], [1.27124, 2.14110, 2.43064], [1.53071, 3.21404, 4.40313], [2.14130, 4.93359, 5.78648], [0.68815, 5.65019, 5.21501], [2.39403, 6.10994, 4.74234], [2.05449, -3.59588, 2.45052], [1.13403, -3.45284, 3.48154], [1.50357, -2.53302, 4.31190], [0.03982, -4.02060, 3.63998], [-1.02178, -3.65541, 4.57204], [2.93400, -4.12212, 2.76835], [2.43218, -2.55405, 2.01885], [1.50003, -3.95841, 1.63603], [-0.45136, -4.26033, 2.77826], [-0.61557, -3.83978, 5.50040], [-1.84813, -4.53815, 4.58235], [-1.31480, -2.53425, 4.73055], [1.76239, -0.49623, -2.67458], [1.37240, -0.45323, -1.23959], [2.11017, -1.01640, -0.35319], [0.19302, 0.05406, -0.97401], [-0.39803, 0.25862, 0.34689], [2.66102, -0.41042, -2.72286], [1.14118, 0.23683, -3.23726], [1.55046, -1.37642, -3.16152], [-0.49872, 0.30159, -1.67026], [0.05811, 0.67848, 1.27191], [-1.11758, -0.42124, 0.61542], [-0.82508, 1.09531, 0.25701], [-4.26638, -4.10346, 2.40714], [-2.80402, -4.18269, 1.79711], [-2.12092, -5.13204, 1.98998], [-2.33832, -3.12849, 1.07778], [-1.13744, -3.16735, 0.35204], [-4.22809, -4.24899, 3.63737], [-4.87043, -5.01821, 1.97350], [-4.83993, -3.06020, 2.19982], [-3.14795, -2.38045, 1.00162], [-0.40304, -2.48544, 0.75118], [-1.40158, -2.85602, -0.75476], [-0.93664, -4.12611, -0.15589], [-1.28171, -0.14403, -5.37881], [-2.02358, 0.67972, -4.38877], [-1.99901, 0.43749, -3.14388], [-2.71022, 1.79239, -4.89316], [-3.18018, 2.81223, -3.90477], [-0.36637, 0.39079, -5.42431], [-1.86256, -0.08340, -6.38586], [-0.97715, -1.19729, -4.85290], [-2.41387, 2.01360, -5.78209], [-2.30417, 3.57554, -3.61511], [-3.68684, 2.33676, -3.01143], [-3.89678, 3.45168, -4.36016], [1.19795, -3.02446, -6.55620], [0.77053, -3.51522, -5.19107], [1.68172, -3.69121, -4.27027], [-0.50282, -3.78354, -5.09557], [-1.15594, -4.29143, -3.97588], [2.22130, -2.59923, -6.71270], [0.49793, -2.31098, -6.93460], [0.82612, -4.04435, -6.99636], [-1.00531, -3.59421, -5.90338], [-1.87685, -5.28920, -3.99468], [-1.95039, -3.57276, -3.68742], [-0.27985, -4.43599, -3.06006], [0.53710, 3.38288, -1.97011], [-0.47057, 4.23645, -1.30645], [-1.61838, 3.99660, -1.32078], [-0.12617, 5.50321, -0.80265], [-1.03599, 6.33199, 0.00687], [1.37749, 2.99486, -1.18389], [1.06318, 3.88399, -2.76534], [-0.01838, 2.68751, -2.15482], [0.80646, 5.91616, -1.09023], [-1.86755, 5.81573, 0.37449], [-1.33172, 7.24060, -0.56276], [-0.50326, 6.69616, 0.93611], [-2.78955, 3.16870, 2.15892], [-2.32819, 2.00961, 2.95185], [-1.25433, 2.02192, 3.51660], [-2.96359, 0.83274, 2.81299], [-2.75243, -0.32187, 3.64881], [-3.61044, 3.76417, 2.56123], [-3.18580, 2.97727, 1.13800], [-2.06459, 4.16422, 2.07654], [-3.92221, 0.72855, 2.19444], [-1.80699, -0.40774, 3.78932], [-3.07245, -1.20812, 3.10992], [-3.42620, -0.35681, 4.36125], [4.56994, 0.87260, 1.20659], [5.51364, -0.36039, 1.11333], [6.48562, -0.49310, 1.73392], [5.03545, -1.38518, 0.46855], [5.72195, -2.66048, 0.36062], [4.49168, 1.46206, 0.27938], [5.26596, 1.56991, 1.67209], [3.53291, 0.94827, 1.49632], [4.20952, -1.24336, 0.04533], [4.94115, -3.33801, 0.92832], [6.62561, -2.80417, 0.68836], [5.84941, -2.96345, -0.75685]],
  "lowdin_charge": [-0.02, -0.51, -0.03, 0.04, -0.04, 0.08, 0.06, 0.12, 0.11, 0.04, 0.07, 0.11, -0.02, -0.63, -0.03, 0.04, -0.06, 0.09, 0.14, 0.06, 0.10, 0.04, 0.14, 0.11, 0.05, -0.47, -0.02, 0.08, -0.03, -0.01, 0.10, 0.05, 0.10, 0.11, 0.04, 0.00, -0.03, -0.62, 0.04, -0.03, -0.11, 0.12, 0.10, 0.09, 0.17, 0.07, 0.12, 0.10, -0.02, -0.51, -0.03, 0.01, -0.06, 0.06, 0.12, 0.13, 0.08, 0.12, 0.10, 0.05, 0.00, -0.54, -0.04, -0.05, -0.12, 0.11, 0.04, 0.13, 0.12, 0.13, 0.06, 0.16, 0.03, -0.59, 0.06, 0.00, -0.08, 0.15, 0.09, -0.05, 0.16, 0.03, 0.08, 0.08, -0.02, -0.59, 0.04, 0.00, -0.05, 0.07, 0.08, 0.14, 0.22, 0.02, 0.07, 0.05, 0.01, -0.62, 0.09, 0.02, -0.03, 0.07, 0.07, 0.05, 0.04, 0.12, 0.00, 0.11],
  "orbital_gap_ev": 8.1790,
  "e_tot_ha": -2236.1514,
  "e_above_lowest_kcal_mol": 367.0,
  "smiles": "CNC(C)=O.CNC(C)=O.CNC(C)=O.CNC(C)=O.CNC(C)=O.CNC(C)=O.CNC(C)=O.CNC(C)=O.CNC(C)=O"
}

{
  "formula": "C5H9N",
  "method": "ωB97M-V/def2-TZVPD",
  "species": ["C", "C", "C", "C", "C", "N", "H", "H", "H", "H", "H", "H", "H", "H", "H"],
  "xyz": [[0.97745, -0.20356, -0.14568], [0.01598, 0.92209, -0.35251], [-1.00909, -0.14427, -0.55324], [2.38725, -0.19051, 0.20876], [-2.18214, -0.23730, 0.44087], [0.13380, -1.21765, -0.32599], [-0.39409, 1.58378, 0.30327], [0.34104, 1.34166, -1.32851], [-1.27295, -0.34825, -1.58465], [2.83754, 0.60766, -0.30689], [3.11434, -1.03540, 0.23756], [2.42587, -0.11890, 1.35558], [-1.87650, -0.14098, 1.51373], [-2.53919, -1.26743, 0.40412], [-2.95931, 0.44903, 0.13359]],
  "lowdin_charge": [-0.38, -0.11, -0.36, -0.05, -0.06, 0.14, 0.08, 0.13, 0.12, 0.06, 0.09, 0.11, 0.09, 0.07, 0.07],
  "orbital_gap_ev": 10.4193,
  "e_tot_ha": -250.5843,
  "e_above_lowest_kcal_mol": 51.8
}

{
  "formula": "C26H60BN19O15S2",
  "method": "ωB97M-V/def2-TZVPD",
  "species": ["C", "O", "C", "C", "C", "C", "C", "C", "C", "C", "O", "N", "O", "C", "B", "C", "O", "C", "C", "C", "C", "C", "S", "O", "O", "O", "C", "N", "S", "N", "C", "H", "H", "H", "H", "H", "H", "H", "H", "H", "H", "H", "H", "H", "H", "H", "H", "H", "H", "H", "H", "H", "H", "H", "H", "H", "H", "H", "H", "C", "O", "N", "N", "H", "H", "H", "H", "C", "O", "N", "N", "H", "H", "H", "H", "C", "O", "N", "N", "H", "H", "H", "H", "C", "O", "N", "N", "H", "H", "H", "H", "C", "O", "N", "N", "H", "H", "H", "H", "C", "O", "N", "N", "H", "H", "H", "H", "C", "O", "N", "N", "H", "H", "H", "H", "C", "O", "N", "N", "H", "H", "H", "H"],
  "xyz": [[7.62493, -1.40313, 1.01903], [7.75190, -0.65565, -0.21577], [6.51197, -0.01039, -0.59217], [6.07697, 1.19733, 0.41051], [5.98680, 2.62929, -0.32049], [4.49890, 2.96435, -0.89904], [3.67995, 4.00205, 0.06928], [2.85842, 3.09321, 1.11100], [1.30166, 2.93646, 0.79754], [0.37874, 2.47718, 1.98230], [0.97981, 2.22851, 3.27216], [1.20831, 3.37525, 3.97823], [0.32512, 4.16862, 3.86908], [-1.18913, 2.23496, 1.82657], [-1.96220, 1.70582, 3.18129], [-1.53627, 0.18970, 3.67443], [-2.96272, 2.46177, 3.88061], [-1.88771, 2.49497, 0.46702], [-3.48925, 2.26599, 0.40534], [-3.91740, 0.70279, 0.37767], [-4.42806, 0.25324, -1.09593], [-3.59524, -1.04273, -1.61884], [-4.11096, -2.63041, -0.80839], [-3.48661, -3.74391, -1.63326], [-3.61933, -2.77034, 0.61383], [-5.78136, -2.87087, -0.87903], [-0.98460, 2.95145, -0.72650], [-1.50607, 3.22464, -2.06150], [-0.07134, 3.61566, -2.91060], [1.24739, 3.53382, -1.81627], [0.59756, 3.15407, -0.58059], [6.54462, -1.67958, 1.29839], [8.20984, -2.39285, 0.95230], [8.10948, -0.76049, 1.84881], [5.63808, -0.76468, -0.63459], [6.67572, 0.49019, -1.61694], [6.94266, 1.27367, 1.18086], [5.15057, 0.90865, 1.01504], [6.79412, 2.70578, -1.14908], [6.30374, 3.41411, 0.46870], [3.92710, 1.95799, -0.82952], [4.54000, 3.31694, -1.98403], [3.05180, 4.75094, -0.51861], [4.49319, 4.55250, 0.67152], [3.33433, 2.05742, 1.28327], [2.93373, 3.62844, 2.13849], [-1.00799, -0.40563, 2.83556], [-2.43543, -0.44068, 3.99805], [-0.79984, 0.21383, 4.55727], [-2.75936, 2.31161, 4.83869], [-3.97616, 2.75307, -0.52372], [-3.96550, 2.76932, 1.33360], [-4.80828, 0.50644, 1.09034], [-3.04244, 0.06005, 0.76321], [-5.55445, 0.00160, -1.04178], [-4.27525, 1.08628, -1.86625], [-3.80985, -1.15485, -2.73833], [-2.46592, -0.83636, -1.51594], [-6.22345, -2.07395, -0.50087], [1.44366, 5.15514, -6.32945], [1.89582, 4.52316, -5.38751], [0.58284, 6.19154, -6.17340], [1.76023, 4.87942, -7.61884], [0.20635, 6.71656, -6.94137], [0.31767, 6.43472, -5.23310], [2.39689, 4.11765, -7.78580], [1.39369, 5.39336, -8.39901], [-8.45375, -5.77239, 0.81583], [-8.92718, -6.77664, 1.32753], [-8.92129, -4.52651, 1.07647], [-7.41884, -5.80942, -0.05892], [-8.53971, -3.69667, 0.66174], [-9.69062, -4.44674, 1.72090], [-7.03660, -6.71264, -0.28530], [-7.02450, -4.98831, -0.48315], [11.08317, -2.52285, 2.58566], [10.48266, -2.33436, 3.63122], [10.72382, -3.48008, 1.69393], [12.16569, -1.79304, 2.21753], [11.21126, -3.64212, 0.83175], [9.92522, -4.04827, 1.92298], [12.47116, -1.06962, 2.84719], [12.66519, -1.94101, 1.35979], [-6.16082, -10.21570, 1.71064], [-5.88262, -11.38200, 1.94399], [-7.39898, -9.81626, 1.33149], [-5.25465, -9.20977, 1.80951], [-7.63589, -8.85855, 1.13800], [-8.10691, -10.52614, 1.24418], [-4.31944, -9.45590, 2.08831], [-5.47421, -8.24875, 1.62032], [4.20857, 0.62960, -4.14640], [4.99932, 0.86718, -3.24210], [4.33458, -0.43541, -4.97145], [3.13157, 1.41385, -4.40401], [3.69108, -0.63776, -5.71351], [5.11809, -1.04771, -4.81943], [2.99422, 2.22067, -3.81595], [2.47805, 1.22779, -5.14224], [-4.62778, 6.10857, 1.01479], [-5.47768, 5.23319, 0.95851], [-3.34485, 5.90650, 0.63401], [-4.88991, 7.36173, 1.46333], [-2.63764, 6.61730, 0.67616], [-3.10376, 4.98790, 0.29671], [-5.83172, 7.55957, 1.75818], [-4.19720, 8.08613, 1.51268], [2.83587, -3.85132, -4.49077], [3.26764, -2.91378, -5.14455], [2.30415, -4.96173, -5.05961], [2.84844, -3.86769, -3.13561], [1.94732, -5.73607, -4.53007], [2.27284, -4.99622, -6.06508], [3.23410, -3.06389, -2.66693], [2.49625, -4.63269, -2.58972], [-5.34390, 0.80894, 6.25940], [-4.23514, 1.29497, 6.10349], [-5.99167, 0.82318, 7.45026], [-6.03001, 0.20974, 5.25556], [-6.90308, 0.42615, 7.58735], [-5.52155, 1.25788, 8.22706], [-5.58910, 0.17475, 4.35105], [-6.94168, -0.19260, 5.37381]],
  "lowdin_charge": [-0.13, -0.24, -0.22, -0.17, -0.19, -0.20, -0.19, -0.15, -0.01, -0.10, -0.09, -0.01, 0.07, 0.05, -0.42, -0.03, 0.06, -0.08, -0.15, -0.18, -0.20, -0.22, 0.73, -0.35, -0.34, -0.21, -0.23, -0.26, 0.92, -0.22, -0.21, 0.10, 0.08, 0.10, 0.12, 0.11, 0.11, 0.09, 0.12, 0.10, 0.10, 0.10, 0.10, 0.10, 0.11, 0.11, 0.08, 0.07, 0.08, 0.09, 0.11, 0.12, 0.12, 0.11, 0.11, 0.12, 0.12, 0.14, 0.08, -0.70, -0.02, 0.15, 0.15, 0.10, 0.10, 0.11, 0.09, -0.69, 0.02, 0.15, 0.17, 0.09, 0.11, 0.10, 0.07, -0.71, 0.02, 0.14, 0.15, 0.10, 0.10, 0.11, 0.09, -0.71, 0.01, 0.16, 0.15, 0.06, 0.11, 0.10, 0.09, -0.68, 0.01, 0.15, 0.17, 0.08, 0.10, 0.07, 0.09, -0.70, 0.02, 0.17, 0.15, 0.10, 0.07, 0.11, 0.09, -0.69, 0.01, 0.15, 0.16, 0.10, 0.11, 0.11, 0.10, -0.68, 0.03, 0.15, 0.16, 0.10, 0.11, 0.10, 0.10],
  "orbital_gap_ev": 7.1215,
  "e_tot_ha": -4016.8469,
  "smiles": "COCCCCCCc1c(ON=O)c(B(C)O)c(CCCCS(=O)(=O)O)c2nsnc12.NC(N)=O.NC(N)=O.NC(N)=O.NC(N)=O.NC(N)=O.NC(N)=O.NC(N)=O.NC(N)=O"
}

{
  "formula": "C5H12Si",
  "method": "ωB97M-V/def2-TZVPD",
  "species": ["C", "C", "C", "C", "C", "Si", "H", "H", "H", "H", "H", "H", "H", "H", "H", "H", "H", "H"],
  "xyz": [[-0.87139, -2.44613, 0.19947], [-0.33498, -1.50486, -0.49197], [1.70198, 0.40930, 0.05678], [-0.29323, 0.78245, 1.52063], [0.25940, 0.39792, 0.19526], [-0.63638, 1.04972, -1.44910], [-0.87138, -3.45635, -0.23264], [-1.32126, -2.39068, 1.24195], [0.21724, -1.75280, -1.46789], [2.12120, -0.43719, 0.63993], [2.34688, 1.30093, 0.25078], [2.03318, 0.16169, -1.00229], [0.40932, 1.06223, 2.32410], [-0.97701, 1.62005, 1.32563], [-0.99553, 0.02299, 1.80689], [-0.55161, 2.59582, -1.29630], [-2.01156, 0.71148, -0.85948], [-0.46561, 0.74318, -2.88155]],
  "lowdin_charge": [-0.09, -0.15, -0.20, -0.12, -0.56, 0.63, 0.05, 0.08, 0.09, 0.08, 0.10, 0.08, 0.10, 0.06, 0.06, -0.07, -0.04, -0.08],
  "orbital_gap_ev": 9.4139,
  "e_tot_ha": -487.0273,
  "e_above_lowest_kcal_mol": 93.2
}